1.
21
Properties=species:S:1:pos:R:3:forces:R:3:nbo_charge:R:1 method="wB97M-V/def2-TZVPD" smiles="C[C@@H](N)C=O.O.O.O" spin_multiplicity=1 homo_energy_ha=-0.3538 de_lowest_kcal_mol=51.39 orbital_gap_ev=9.92
C 0.0421 -1.7077 0.1338 2.5 1.4 -2.0 -0.649
C -0.6975 -1.0140 -1.0198 0.2 -1.1 -1.9 -0.144
N -2.0690 -1.5920 -1.0775 1.0 0.6 -0.2 -0.805
C -0.7233 0.5106 -0.9406 -1.2 -1.6 1.6 0.438
O -1.2216 0.9133 0.0941 0.5 1.4 -0.8 -0.575
H -0.1229 -2.7660 0.1404 -0.8 -0.3 0.7 0.237
H 0.1000 -1.0785 1.0076 -0.8 -0.5 0.8 0.221
H 1.1024 -1.6540 -0.1845 -0.3 -0.1 0.2 0.244
H -0.2037 -1.2281 -2.0108 -0.4 -0.3 0.9 0.173
H -2.6019 -1.1047 -1.7883 -0.4 -0.1 0.2 0.353
H -2.4809 -1.4698 -0.1579 -0.3 0.1 -0.2 0.363
H -0.4381 1.1413 -1.8119 0.0 0.0 0.5 0.142
O -0.5036 0.9530 2.8743 -0.4 0.0 0.6 -0.956
H -0.9730 0.5374 2.1398 0.3 0.2 -0.1 0.489
H 0.4105 1.0894 2.6257 0.1 -0.2 -0.3 0.467
O 2.3150 0.1457 -0.7749 0.6 0.2 0.1 -0.946
H 2.6025 0.3418 -1.6672 -0.1 0.0 -0.4 0.471
H 3.1199 0.3595 -0.2757 -0.5 0.0 0.2 0.483
O 1.1210 2.6963 0.7470 -0.1 -0.4 0.0 -0.953
H 0.5521 1.9972 0.3820 0.3 0.4 0.2 0.475
H 0.6699 2.9290 1.5646 -0.1 0.2 0.0 0.472

2.
12
Properties=species:S:1:pos:R:3:forces:R:3:nbo_charge:R:1 method="wB97M-V/def2-TZVPD" spin_multiplicity=1 homo_energy_ha=-0.3432 de_lowest_kcal_mol=47.95 orbital_gap_ev=8.07
C -4.3646 1.1781 -0.5669 3.1 -1.1 1.9 -0.156
C -1.3827 -2.0180 -0.8658 0.1 1.7 1.0 -0.141
C -3.3704 0.7865 -0.0042 1.0 0.4 0.3 -0.553
C -1.3865 -0.9240 -0.3651 0.3 0.8 0.2 -0.591
Si 2.1648 -0.1120 -0.4315 1.1 -2.1 -0.5 0.573
Si -1.5620 0.6850 0.5506 -0.9 -0.3 -0.4 1.017
H -5.2096 1.4010 -1.0219 -3.4 1.0 -1.8 0.206
H -1.6773 -2.9432 -1.1384 -0.3 -2.5 -1.1 0.217
H 2.1189 -0.9417 0.8454 -0.2 1.0 -0.3 -0.128
H 1.8899 -1.2527 -1.4192 -0.1 1.0 0.3 -0.140
H 3.5534 0.3268 -0.7077 0.1 -0.2 0.2 -0.158
H 1.4690 1.1338 -0.6608 -0.9 0.2 0.2 -0.147

3.
104
Properties=species:S:1:pos:R:3:forces:R:3:mulliken_charge:R:1 method="wB97M-V/def2-TZVPD" s_squared=8.767 spin_multiplicity=6 homo_energy_ha="-0.2639 / -0.2770" orbital_gap_ev="6.24 / 6.21"
Ru 12.2233 10.0149 10.3350 0.2 -0.1 0.2 1.142
C 12.5593 13.1193 10.9851 -0.5 0.4 -1.1 -1.192
N 12.2600 11.9988 11.8843 0.7 0.8 0.9 1.530
C 13.3058 12.0508 13.0180 -1.4 -1.4 -1.4 -1.426
C 10.9331 12.0321 12.4719 0.5 -0.1 0.1 0.154
C 10.4794 13.0730 13.2686 0.5 0.8 -0.1 -0.559
C 9.2687 13.0257 13.9342 0.5 0.8 0.4 -0.939
C 8.5229 11.8671 13.8857 0.1 -0.1 0.0 -0.860
C 8.9982 10.8005 13.1739 0.1 -0.7 -1.3 -0.899
C 10.2099 10.8521 12.3814 -2.5 0.2 2.3 -0.106
N 10.6336 9.7582 11.7357 0.8 -1.3 -1.2 2.159
C 9.8004 8.5955 11.6851 -0.6 1.0 -0.9 -0.621
C 8.6187 8.6311 10.9227 -0.2 -1.9 0.5 -0.818
C 7.8582 7.4608 10.7112 -1.2 1.1 -1.0 -1.014
C 8.1740 6.2628 11.2953 2.0 0.5 1.0 -1.249
C 9.3037 6.2665 12.1510 -1.6 1.1 -1.8 -0.060
C 10.1241 7.3955 12.3072 -0.5 -1.8 0.8 -0.355
N 11.2040 7.2177 13.1668 0.7 0.7 0.9 0.954
C 11.2406 8.0890 14.3520 -1.2 1.5 -1.9 -0.904
C 11.6139 5.8901 13.5406 0.1 -0.8 0.1 -1.538
H 12.6599 14.0838 11.5214 0.0 -0.4 -0.3 0.465
H 11.7933 13.2159 10.1753 0.2 0.0 1.0 0.246
H 13.4636 12.9061 10.4041 0.2 0.0 0.5 0.181
H 13.1095 12.8229 13.7425 -0.2 0.4 0.1 0.600
H 14.2312 12.1816 12.5052 0.8 0.1 0.0 0.453
H 13.2742 11.0711 13.5063 0.1 0.2 0.1 0.118
H 11.1243 13.9597 13.3868 -0.4 -0.4 -0.1 0.311
H 8.9824 13.8546 14.5759 -0.1 -0.1 -0.2 0.376
H 7.6021 11.7959 14.4413 -0.2 -0.1 0.0 0.462
H 8.3918 9.8912 13.1037 0.3 0.4 0.2 0.387
H 8.2300 9.5375 10.5242 0.1 0.5 -0.2 0.782
H 6.9360 7.4876 10.0743 1.0 0.3 0.6 0.303
H 7.6252 5.3738 11.0680 -0.3 -0.4 0.2 0.444
H 9.5216 5.3983 12.6876 0.4 -1.2 0.6 0.676
H 10.7686 7.6632 15.2196 -0.6 -0.4 0.4 0.356
H 10.7229 9.0506 14.0563 0.6 -1.1 0.7 0.124
H 12.2385 8.3240 14.6179 1.2 0.2 0.2 0.306
H 11.0106 5.4205 14.3493 -0.1 0.3 -0.3 0.380
H 12.6165 5.9647 13.9637 0.2 -0.1 -0.2 0.318
H 11.6109 5.1666 12.7077 0.2 0.5 0.2 0.387
C 12.6074 10.6004 7.8085 -0.4 0.2 -0.3 -0.553
C 13.2392 9.3216 7.8674 -1.5 0.3 0.5 0.808
C 12.1699 8.3679 8.2321 1.4 0.5 0.2 0.907
C 11.0073 9.1217 8.4789 -0.9 0.7 -0.3 -2.178
C 11.2198 10.5076 8.1184 0.6 -0.7 1.1 -0.085
C 10.1089 11.5435 7.9904 1.0 -0.3 0.1 2.417
C 10.6059 12.8802 7.4463 -0.6 -0.3 0.3 -2.286
C 9.1547 10.9716 7.0106 -1.5 -1.1 -0.6 -1.888
C 9.3332 11.7655 9.2542 -0.4 1.3 0.4 -1.781
C 12.1899 6.8595 8.3622 -1.2 -1.0 0.6 1.856
C 10.7386 6.3807 8.7493 1.7 -0.6 -0.6 -2.330
C 12.4745 6.1004 7.0481 -0.1 0.8 0.4 -1.920
C 13.0578 6.3169 9.5196 -2.0 -0.7 -0.3 -1.465
C 14.6592 9.1627 7.3970 1.0 0.6 0.1 2.507
C 15.4603 8.0326 8.0994 -0.8 0.9 -0.1 -1.823
C 14.5718 8.8535 5.9168 -0.1 0.0 -0.5 -1.733
C 15.4607 10.5103 7.5467 -1.3 -1.1 -0.9 -2.114
H 13.0494 11.5075 7.3916 0.0 -0.3 0.4 0.507
H 10.0413 8.7328 8.8430 0.7 0.2 -0.5 0.721
H 10.9203 12.8218 6.4318 0.7 -0.4 -0.9 0.411
H 11.3782 13.3236 8.0440 0.4 0.3 0.3 0.363
H 9.7505 13.5320 7.3862 -0.3 0.5 0.3 0.512
H 9.6401 10.8832 6.0519 -0.2 0.0 -0.6 0.409
H 8.2241 11.5421 6.9800 0.2 0.4 -0.4 0.442
H 8.8016 9.9663 7.2965 0.4 0.2 0.0 0.296
H 9.9367 12.0841 10.0782 0.5 0.3 0.5 0.168
H 8.7886 10.9273 9.6195 -0.3 -0.7 -0.1 -0.084
H 8.6017 12.5725 9.0850 0.1 -0.2 0.0 0.621
H 10.0261 6.6264 7.9785 -0.4 0.2 -0.1 0.343
H 10.4771 6.7810 9.7075 -0.4 0.1 0.5 0.358
H 10.8436 5.2811 8.7973 -0.5 0.5 0.2 0.616
H 11.8173 6.5477 6.3034 0.0 -0.2 -0.3 0.371
H 12.1608 5.0627 7.2376 0.5 0.2 -0.4 0.457
H 13.5069 6.2086 6.6978 -0.2 -0.4 0.1 0.302
H 12.7811 6.8682 10.4194 0.5 -0.5 -0.2 -0.364
H 14.0694 6.3630 9.2385 1.3 0.2 0.4 0.495
H 12.7912 5.2472 9.6717 0.2 0.5 -0.1 0.623
H 14.9710 7.1186 7.8208 0.0 -0.6 0.0 0.296
H 15.3984 8.1387 9.2008 0.5 -0.1 -0.6 0.195
H 16.4694 7.9965 7.6769 0.0 0.1 0.5 0.629
H 13.8376 8.0822 5.7577 -0.2 -0.5 -0.2 0.430
H 15.5271 8.4837 5.5188 -0.2 0.4 -0.1 0.387
H 14.1734 9.7365 5.3971 0.5 -0.2 -0.1 0.329
H 15.3610 10.8231 8.5367 0.2 0.6 1.8 0.372
H 15.1248 11.3417 6.9276 -0.2 -0.3 -0.3 0.321
H 16.4697 10.3157 7.2853 1.1 -0.1 -0.1 0.512
O 14.4532 10.4379 10.9556 -0.3 -0.6 0.1 -0.889
C 14.4823 9.2701 11.4572 1.0 1.3 -0.9 0.424
O 13.6392 8.3979 11.2345 -1.2 0.1 -0.1 0.210
C 15.5880 8.8875 12.3379 0.1 0.9 0.9 0.434
C 15.7995 7.5707 12.5824 -0.8 -1.8 -0.7 -0.526
C 16.6953 7.2243 13.5519 1.9 0.0 0.9 -0.333
C 17.3954 8.1578 14.2989 -0.1 0.2 0.6 -0.510
C 17.0930 9.4943 14.0781 1.2 0.3 -0.1 -0.593
C 16.2488 9.8521 13.0737 -0.4 1.0 -0.7 -0.413
N 17.8774 10.6015 14.7231 0.0 1.2 0.0 1.045
O 18.6697 10.3127 15.5790 0.3 -1.0 0.5 -0.619
O 17.7152 11.7693 14.3659 -0.6 -1.3 -0.3 -0.605
N 17.1196 5.8189 13.8233 -4.4 -0.5 -2.6 1.078
O 16.4089 4.9790 13.2108 1.8 1.0 1.2 -0.611
O 17.9534 5.6132 14.6261 1.6 -0.8 1.1 -0.634
H 15.2107 6.8528 11.9919 0.5 0.1 0.5 0.773
H 18.1145 7.7931 15.0314 -0.1 0.4 -0.2 0.578
H 16.1067 10.8918 12.8038 0.0 0.0 0.2 0.743

4.
159
Properties=species:S:1:pos:R:3:forces:R:3:mulliken_charge:R:1 method="wB97M-V/def2-TZVPD" spin_multiplicity=1 homo_energy_ha=-0.3406 charge=+1 orbital_gap_ev=5.37
Ti -0.6408 0.1582 -0.5742 -0.2 -0.8 0.4 -0.845
C 1.1399 -5.2627 0.6009 -0.1 0.3 0.0 -1.793
C 0.7229 -3.7915 0.4930 0.1 -0.2 0.1 0.427
N 1.3753 -3.0455 -0.5673 0.1 0.1 -0.2 1.864
C 2.8245 -3.1138 -0.4906 0.0 0.2 -0.2 -1.159
C 3.4943 -1.8980 -1.1154 -0.2 -0.3 0.1 0.690
C 0.8178 -3.2482 -1.8896 -0.1 0.3 0.1 -2.166
C -0.0764 -2.0607 -2.3327 0.7 -0.5 -0.1 -0.105
N -0.9669 -1.6094 -1.2857 0.2 0.0 -0.7 0.800
C -1.9965 -2.3798 -0.8806 -1.6 -1.0 0.8 -0.185
C -2.5936 -2.0730 0.3652 0.5 0.2 -0.1 -0.211
F -1.9203 -1.1236 1.1219 -0.7 -0.6 -0.7 1.109
C -3.7813 -2.5981 0.8255 0.2 0.0 -0.1 0.155
F -4.2842 -2.1356 1.9803 0.0 -0.1 -0.1 -0.330
C -4.4403 -3.5768 0.1001 0.4 0.1 -0.2 -0.947
C -3.8405 -3.9921 -1.0813 -0.1 0.1 0.3 0.208
F -4.4293 -4.9486 -1.8057 0.1 0.1 0.0 -0.353
C -2.6688 -3.4286 -1.5650 0.5 0.4 -0.1 0.498
F -2.2025 -3.8726 -2.7536 -0.2 0.1 0.2 -0.402
H 0.4970 -5.7852 1.3032 -0.1 -0.1 0.1 0.484
H 1.0594 -5.7522 -0.3676 0.0 -0.1 -0.1 0.329
H 2.1627 -5.3553 0.9529 0.1 -0.1 0.0 0.341
H -0.3550 -3.7396 0.3329 0.0 0.1 0.1 -0.284
H 0.9449 -3.2741 1.4361 -0.2 -0.2 -0.1 -0.410
H 3.0924 -3.1547 0.5674 0.0 -0.1 0.0 0.395
H 3.2068 -4.0259 -0.9763 0.1 0.0 0.1 0.334
H 3.2924 -1.0086 -0.5225 0.0 0.1 0.0 -0.359
H 4.5689 -2.0544 -1.1692 0.1 0.1 -0.1 0.767
H 3.1221 -1.7387 -2.1258 0.1 0.0 0.0 -1.229
H 1.6189 -3.3362 -2.6294 -0.1 -0.1 0.0 0.660
H 0.2205 -4.1662 -1.9232 0.0 -0.1 -0.1 0.371
H 0.5843 -1.2083 -2.5516 -0.1 -0.2 -0.1 -1.441
H -0.6102 -2.3497 -3.2485 0.1 0.3 0.1 0.826
H -5.3693 -4.0018 0.4359 -0.1 -0.1 0.1 0.576
O -7.5733 0.2708 0.9419 0.0 0.0 0.1 -0.627
N -6.9767 1.1586 1.5211 -0.9 0.1 0.4 1.066
O -7.4789 1.9191 2.3235 -0.1 -0.1 -0.1 -0.640
C -5.5678 1.3128 1.2754 1.7 0.9 0.7 -0.476
C -4.8514 2.0576 2.1879 -1.4 -0.7 -0.6 -0.553
C -3.4546 2.1813 2.1099 1.2 -0.3 -0.7 0.948
C -2.6839 2.8975 3.0521 0.0 -0.2 -0.3 -0.857
C -1.3201 2.8684 2.9399 -0.1 0.0 -0.2 -1.457
C -0.7249 2.1288 1.9110 -0.1 0.2 0.0 0.719
N -1.4196 1.4871 0.9843 -0.2 0.0 0.1 1.540
C -2.7642 1.5187 1.0652 -0.9 0.4 0.7 -1.260
C -3.5207 0.8586 0.0360 -0.7 0.2 0.2 -0.516
N -2.8143 0.3884 -1.0058 -0.8 -0.2 0.0 1.473
C -3.4657 -0.1911 -2.0122 0.4 0.2 0.2 -0.996
C -4.8404 -0.3706 -2.0070 -0.2 0.2 0.4 -1.871
C -5.5809 0.0704 -0.9288 0.2 -0.1 -0.3 -0.755
C -4.9310 0.7286 0.1341 0.4 -0.1 -0.3 1.102
H -5.3848 2.5237 3.0026 0.0 0.0 0.1 0.691
H -3.1806 3.4505 3.8320 0.0 0.1 0.2 0.640
H -0.6883 3.3884 3.6380 0.1 0.1 0.1 0.642
H 0.3537 2.0889 1.8380 -0.1 0.0 0.1 -0.894
H -2.8568 -0.5106 -2.8559 -0.1 -0.1 0.2 0.836
H -5.3286 -0.8452 -2.8424 0.0 -0.1 -0.1 0.701
H -6.6483 -0.0799 -0.9045 0.1 0.0 0.0 0.650
C -0.1945 2.2441 -4.5872 0.0 -0.2 0.2 -1.719
C 0.6431 1.0033 -4.8582 0.1 -0.1 0.0 -1.245
As 2.0288 0.6143 -3.4755 0.6 -0.1 -1.1 2.202
C 3.3305 2.0505 -3.8258 -0.3 -0.1 0.2 0.067
C 3.8993 2.6803 -2.7215 -0.3 -0.3 0.1 -0.422
C 4.8231 3.6978 -2.8835 0.1 0.1 0.0 -0.602
C 5.1890 4.0945 -4.1580 0.0 0.1 0.0 -0.648
C 4.6449 3.4625 -5.2648 0.0 0.0 -0.1 -0.718
C 3.7215 2.4466 -5.0969 -0.2 -0.1 -0.1 -0.705
C 2.9615 -0.8004 -4.4988 -0.1 0.1 0.2 0.036
C 2.2825 -1.7632 -5.2369 -0.3 0.2 0.1 -0.526
C 2.9587 -2.8232 -5.8172 0.0 -0.1 -0.1 -0.627
C 4.3256 -2.9550 -5.6456 0.0 -0.1 0.0 -0.616
C 5.0136 -2.0134 -4.8974 0.1 0.0 0.0 -0.729
C 4.3369 -0.9483 -4.3341 -0.1 0.3 0.1 -0.468
As -1.1660 2.1105 -2.8364 0.0 1.2 -1.2 1.802
C -0.4835 3.6701 -1.8824 -0.1 0.0 0.2 0.359
C 0.7197 4.3007 -2.1656 0.0 -0.3 -0.3 -0.835
C 1.1355 5.3943 -1.4226 0.0 0.1 0.0 -0.566
C 0.3621 5.8582 -0.3720 0.1 0.1 0.0 -1.073
C -0.8313 5.2236 -0.0637 0.0 0.0 0.1 -1.094
C -1.2459 4.1389 -0.8139 -0.2 -0.2 -0.1 -0.348
C -2.8237 2.9580 -3.5488 0.0 -0.4 0.3 0.668
C -3.0861 4.3210 -3.4703 0.4 0.1 0.2 -0.419
C -4.2185 4.8605 -4.0570 0.0 0.0 0.0 -0.858
C -5.1152 4.0452 -4.7244 0.0 0.0 0.0 -0.634
C -4.8724 2.6853 -4.8086 0.0 -0.1 -0.1 -0.875
C -3.7327 2.1524 -4.2320 0.3 -0.2 0.1 -0.511
H -0.9718 2.3381 -5.3567 0.1 0.0 0.3 0.780
H 0.4094 3.1545 -4.6196 -0.1 -0.1 0.1 0.558
H 1.1094 1.0680 -5.8457 0.0 -0.1 0.1 0.739
H -0.0266 0.1302 -4.8593 0.2 0.1 -0.1 0.523
H 3.5998 2.3701 -1.7260 0.1 0.0 0.0 0.435
H 5.2587 4.1782 -2.0181 0.0 0.0 0.1 0.506
H 5.8937 4.9004 -4.2885 0.1 0.1 0.0 0.401
H 4.9416 3.7582 -6.2597 0.0 0.1 -0.1 0.443
H 3.3020 1.9508 -5.9628 0.0 0.0 -0.1 0.334
H 1.2082 -1.6953 -5.3629 0.0 0.0 -0.1 0.260
H 2.4162 -3.5516 -6.4028 -0.1 0.0 0.0 0.462
H 4.8485 -3.7916 -6.0849 0.0 0.0 0.0 0.405
H 6.0787 -2.1113 -4.7513 0.1 0.0 0.0 0.435
H 4.8738 -0.2158 -3.7407 0.1 0.0 0.0 0.452
H 1.3623 3.9315 -2.9571 0.0 0.1 0.0 0.068
H 2.0699 5.8791 -1.6663 0.1 0.0 0.0 0.489
H 0.6891 6.7110 0.2032 0.0 0.1 0.1 0.392
H -1.4405 5.5806 0.7548 -0.1 0.0 0.0 0.548
H -2.1942 3.6535 -0.5876 0.1 0.1 0.0 0.862
H -2.3917 4.9778 -2.9598 -0.1 0.0 0.0 0.353
H -4.3950 5.9241 -4.0020 0.0 0.1 0.0 0.451
H -5.9937 4.4689 -5.1838 -0.1 0.0 0.0 0.420
H -5.5648 2.0430 -5.3327 0.0 -0.1 -0.1 0.464
H -3.5272 1.0918 -4.3383 -0.1 0.0 -0.1 0.324
C 1.9141 -6.6409 6.1382 0.0 0.0 0.0 -1.586
C 1.5745 -5.3275 5.5061 0.0 0.1 -0.1 0.546
C 2.5341 -4.3391 5.3528 -0.1 -0.1 0.0 -0.946
C 2.2400 -3.1223 4.7528 0.0 0.1 0.0 0.780
C 3.3468 -2.1283 4.5659 0.1 0.0 0.1 -1.318
C 0.9386 -2.8754 4.3130 0.1 0.5 -0.2 -0.199
Te 0.5618 -1.0824 3.1440 -0.6 -0.9 1.5 0.521
N 0.8124 -0.3407 0.5663 -0.2 -0.2 -0.3 1.478
C 1.3631 0.7358 0.1630 0.6 -0.3 0.5 -1.041
O 0.7322 1.3179 -0.8679 0.7 1.7 -0.9 2.150
C 2.4587 1.4576 0.8296 0.2 0.4 -0.1 0.836
C 3.2922 0.8243 1.7495 -0.1 -0.1 -0.2 -0.801
C 4.1710 1.5745 2.5103 0.0 0.0 0.0 -0.652
C 4.2331 2.9519 2.3565 0.0 0.0 0.0 -1.012
C 3.4365 3.5788 1.4121 0.0 0.1 0.0 -1.002
C 2.5505 2.8391 0.6522 -0.1 -0.2 0.0 0.559
C -0.7861 -0.0542 4.4770 0.5 -0.2 -0.3 0.325
C -2.1528 -0.2279 4.3320 -0.1 -0.1 -0.1 0.073
C -3.0456 0.5280 5.0706 -0.1 0.0 0.1 -0.689
C -2.5672 1.4864 5.9467 -0.1 0.0 0.0 -1.171
C -1.2035 1.6663 6.0902 0.0 0.1 0.1 -0.874
C -0.2957 0.9032 5.3670 0.0 0.0 0.1 1.023
C 1.1746 1.1067 5.5612 0.1 0.2 0.0 -1.222
C -0.0387 -3.8647 4.4444 -0.1 0.0 -0.1 1.026
C -1.4382 -3.6604 3.9518 0.0 0.0 0.0 -0.741
C 0.2927 -5.0732 5.0406 0.1 0.1 0.0 -0.930
H 2.9592 -6.6659 6.4343 0.1 -0.1 0.0 0.364
H 1.7284 -7.4600 5.4442 0.0 -0.1 0.0 0.352
H 1.2988 -6.8097 7.0206 0.0 -0.1 0.1 0.352
H 3.5425 -4.5264 5.6941 0.1 0.0 0.1 0.348
H 4.2098 -2.4011 5.1669 0.1 0.0 0.0 0.490
H 3.0301 -1.1247 4.8423 0.0 0.1 0.0 -0.022
H 3.6546 -2.1102 3.5204 0.1 0.1 -0.1 0.181
H 3.2438 -0.2497 1.8533 0.0 0.0 0.1 0.403
H 4.8122 1.0883 3.2292 0.1 -0.1 0.1 0.478
H 4.9066 3.5329 2.9694 0.1 0.0 0.0 0.447
H 3.5012 4.6465 1.2687 0.0 0.1 0.0 0.547
H 1.9037 3.3251 -0.0635 -0.1 0.0 -0.1 -0.055
H -2.5335 -0.9565 3.6325 0.0 -0.1 -0.1 0.250
H -4.1069 0.3687 4.9595 -0.2 0.0 0.0 0.613
H -3.2538 2.0911 6.5183 -0.1 0.1 0.1 0.462
H -0.8360 2.4200 6.7722 0.1 0.1 0.1 0.439
H 1.3671 1.9597 6.2061 0.0 0.1 0.1 0.536
H 1.6767 1.2693 4.6050 0.1 -0.1 0.1 0.141
H 1.6090 0.2232 6.0289 0.1 0.0 0.0 0.159
H -1.4285 -3.0910 3.0204 -0.1 0.0 0.0 -0.718
H -2.0229 -3.1091 4.6869 -0.1 0.1 0.0 0.379
H -1.9278 -4.6147 3.7796 -0.1 -0.1 0.0 0.543
H -0.4644 -5.8391 5.1344 -0.1 -0.1 0.0 0.461